Record 1
Computed, not measured: a 2-piece molecular cluster, C16H21NO4 overall at a distorted geometry, with ωB97M-V with the def2-TZVPD basis set.

The value obtained for the LUMO energy is -1.27 eV. The value obtained for the energy above the lowest of the compared OMol25 structures with the same formula, charge and spin is 48.4 kcal per mole. Its gap between HOMO and LUMO is 7.31 eV. Its largest force on an atom is 0.0302 hartree/bohr. As for the calculated total energy: -977.9930 Eh.

Each line ends with the Mulliken charge.
Geometry (Å):
C1 3.2287 -0.6181 -2.7818  -1.3368
C2 3.5269 -0.3480 -1.3174  1.3577
C3 4.8789 -0.8954 -0.8835  -1.6665
O1 3.4797 1.0591 -1.0258  -0.3630
C4 2.2366 1.6253 -1.2844  -0.1510
O2 2.1599 2.7689 -1.6613  -0.6022
C5 1.0500 0.7512 -1.0562  0.6759
C6 -0.1869 1.3423 -0.9772  -0.6236
C7 -1.4723 0.7775 -1.3000  0.7988
C8 -1.6499 -0.4268 -2.0320  -0.0751
C9 -2.9164 -1.0131 -2.1477  -0.6824
C10 -4.0283 -0.4043 -1.5413  -0.4143
C11 -3.9008 0.8682 -0.9833  -0.5206
C12 -2.6542 1.4864 -0.9433  -0.5613
C13 1.2540 -0.6618 -0.6899  0.6316
O3 0.3593 -1.4630 -0.5149  -0.6461
O4 2.5549 -1.0542 -0.4776  -0.3922
H1 2.2632 -0.2106 -3.1072  0.2726
H2 4.0269 -0.1789 -3.3863  0.4186
H3 3.2343 -1.7014 -2.9235  0.3750
H4 5.0251 -0.6934 0.1756  0.3966
H5 4.8905 -1.9711 -1.0475  0.3788
H6 5.6801 -0.4431 -1.4629  0.3954
H7 -0.1463 2.4125 -0.7789  0.4246
H8 -0.7940 -0.9006 -2.5127  0.3317
H9 -3.0266 -1.9511 -2.6859  0.3926
H10 -4.9895 -0.9177 -1.5361  0.3949
H11 -4.7771 1.3735 -0.5711  0.3844
H12 -2.5646 2.5225 -0.6176  0.3907
C14 -0.8912 0.5372 4.4244  -1.3761
C15 -1.3157 0.1788 3.0014  0.7593
C16 -2.3039 -0.9760 3.0743  -1.4418
N1 -0.2284 -0.1333 2.1147  -0.5410
H13 -1.7648 0.9165 4.9704  0.3686
H14 -0.5188 -0.3442 4.9609  0.3265
H15 -0.1229 1.3134 4.4464  0.3639
H16 -1.8262 1.0660 2.5712  0.1603
H17 -3.2036 -0.6440 3.6102  0.3939
H18 -2.5891 -1.3089 2.0702  0.3289
H19 -1.8597 -1.8220 3.6178  0.3503
H20 -0.5166 -0.5672 1.2389  0.0363
H21 0.3993 0.6489 1.9708  0.2859


Record 2
Computed, not measured: C16H22AgN8OS as an isolated structure at a distorted geometry, with ωB97M-V with the def2-TZVPD basis set.

The value obtained for the LUMO energy is 2.91 eV. The value obtained for the energy above the lowest of the compared OMol25 structures with the same formula, charge and spin is 0.0 kcal per mole. As for the total charge: -1. Its gap between HOMO and LUMO is 7.12 eV. Its largest force on an atom is 0.0424 hartree/bohr. As for the calculated total energy: -1681.3573 Eh.

Each line ends with the Mulliken charge.
Geometry (Å):
Ag1 13.6665 7.0229 3.7222  0.4992
C1 18.2398 6.4046 4.4349  -1.3999
N1 17.5363 5.8264 5.5464  0.2806
C2 18.4272 5.1599 6.5454  -1.1234
C3 16.3906 6.4111 5.9482  0.4728
N2 15.9425 7.5679 5.5855  -0.7096
N3 15.6534 5.7334 6.9170  -0.1003
C4 14.4448 6.4454 7.2532  0.1068
N4 14.5250 6.9625 8.5677  -0.6009
N5 13.4386 6.4642 6.4573  -0.1923
H1 18.8503 5.6233 3.9777  0.3225
H2 18.8717 7.1822 4.7943  0.4144
H3 17.5017 6.6616 3.6871  0.4403
H4 18.7065 4.1862 6.1445  0.3055
H5 17.9057 4.9944 7.4604  0.4125
H6 19.3150 5.7635 6.7400  0.3382
H7 16.5501 8.0420 4.9453  0.2097
H8 15.4485 4.7248 6.6580  0.3523
H9 15.5063 7.0936 8.7704  0.2611
H10 13.9698 7.8134 8.7042  0.2518
H11 12.6720 7.0254 6.8126  0.1095
C5 9.7674 6.0964 3.6954  -1.4424
N6 10.8789 7.0496 3.6868  -0.0977
C6 10.5501 8.2571 4.0074  -0.1330
C7 11.5365 9.2918 4.0710  0.1501
C8 11.3866 10.5873 4.5832  -0.6344
C9 12.6296 11.2068 4.5259  -0.4722
C10 13.4827 10.2544 3.9801  -0.5930
N7 12.8455 9.0933 3.7473  -0.2423
C11 9.4421 5.5537 5.0543  0.7078
C12 10.3289 4.6772 5.7216  -0.3052
C13 10.0318 4.3226 7.0310  -0.4629
C14 8.8571 4.7168 7.6647  -0.3987
C15 7.9224 5.4837 6.9571  -0.5424
C16 8.2608 5.8847 5.6965  -0.2948
H12 10.0211 5.2117 3.1075  0.3956
H13 8.8416 6.5269 3.2612  0.4779
H14 9.5437 8.6114 4.2300  0.3343
H15 10.5008 11.0386 5.0077  0.3905
H16 12.8991 12.2424 4.8110  0.3603
H17 14.5350 10.2843 3.8233  0.4078
H18 11.2183 4.2854 5.2234  0.3142
H19 10.7439 3.6921 7.5647  0.3714
H20 8.6258 4.3992 8.6685  0.3710
H21 6.9807 5.7668 7.4244  0.3631
H22 7.5963 6.5504 5.1278  0.2305
O1 15.2989 3.4158 5.5300  -0.6561
S1 14.7147 3.4467 4.1818  0.0695
N8 14.1434 4.5749 3.4503  -0.3195


Record 3
Computed, not measured: C16H22AlN2O as an isolated structure at a distorted geometry, with ωB97M-V with the def2-TZVPD basis set.

The value obtained for the LUMO energy is -14.78 eV. As for the total charge: +3. Its gap between HOMO and LUMO is 1.82 eV. Its largest force on an atom is 0.1102 hartree/bohr. As for the calculated total energy: -1048.5626 Eh.

Each line ends with the Mulliken charge.
Geometry (Å):
C1 7.2237 -0.6560 0.2019  -0.6488
O1 6.0084 -0.2142 -0.4992  -0.3570
C2 4.8279 -0.7227 0.1659  -0.1156
C3 3.4608 -0.3895 -0.6091  -0.5303
C4 2.8036 1.0431 -0.2269  -0.6744
C5 1.5083 0.8864 0.7331  -0.2838
C6 0.2595 1.8170 0.3206  -0.6679
C7 -0.3841 1.4946 -1.1202  -0.9063
C8 -0.8447 -0.0342 -1.3307  -0.3891
C9 -2.3430 -0.3563 -0.8937  0.5737
C10 -2.9609 -1.7136 -1.4470  -0.6203
C11 -4.3965 -2.1101 -1.0285  -0.3378
C12 -5.3213 -1.2069 -0.0562  0.5557
N1 -6.6187 -1.7122 0.2315  -0.3797
C13 -7.2834 -0.8031 1.1374  0.0214
C14 -6.7068 0.5453 1.6899  -0.1227
N2 -5.4233 1.0409 1.3434  -0.3341
C15 -4.7146 0.1293 0.4680  0.1074
C16 -3.2652 0.5382 0.0501  -0.0275
H1 7.6649 0.1585 0.8778  0.2512
H2 8.0443 -0.9817 -0.5277  0.2678
H3 6.9567 -1.5444 0.8914  0.3114
H4 4.9435 -1.8783 0.1775  0.4170
H5 4.8105 -0.4092 1.2833  -0.1131
H6 2.7286 -1.2560 -0.3633  0.3201
H7 3.7087 -0.4149 -1.7377  0.3280
H8 2.5533 1.5721 -1.2073  0.3446
H9 3.6263 1.6842 0.2929  0.4507
H10 1.2308 -0.2320 0.8797  0.6191
H11 1.8455 1.2517 1.7981  -0.0570
H12 -0.4977 1.7985 1.1789  0.2648
H13 0.6580 2.9043 0.2597  0.3635
H14 0.4093 1.7671 -1.9126  0.3905
H15 -1.2881 2.1992 -1.2599  0.4773
H16 -0.7294 -0.3457 -2.4425  0.5018
H17 -0.1659 -0.7564 -0.7224  0.3628
H18 -2.3498 -2.3780 -2.1410  0.4292
H19 -4.8399 -3.1137 -1.4003  0.4378
H20 -8.3425 -1.1046 1.4905  0.3939
H21 -7.3579 1.1625 2.4112  0.4171
H22 -2.8461 1.5389 0.4514  0.4546
Al1 3.4074 0.8019 2.5921  0.5042


Record 4
Computed, not measured: C16H22As2F6N2OPdSb as an isolated structure, with ωB97M-V with the def2-TZVPD basis set.

The value obtained for the LUMO energy (spin up / spin down) is -12.31 / -16.02 eV. The value obtained for the energy above the lowest of the compared OMol25 structures with the same formula, charge and spin is 0.0 kcal per mole. As for the multiplicity: 6. As for the total charge: +4. Its gap between HOMO and LUMO (spin up / spin down) is 8.59 / 5.99 eV. Its largest force on an atom is 0.0084 hartree/bohr. As for the calculated total energy: -6244.8517 Eh.

Each line ends with the Mulliken charge.
Geometry (Å):
Pd1 0.3982 0.0835 0.0884  0.8728
C1 -1.3615 -2.7042 -2.1281  -1.0793
As1 -1.3214 -1.7589 -0.4418  0.9125
C2 -1.4673 -3.0323 0.9998  -1.1214
C3 -3.0459 -0.7823 -0.4178  0.3573
C4 -4.2136 -1.6066 -0.4245  -0.5325
C5 -5.4612 -1.0516 -0.3903  -0.8188
C6 -5.5813 0.3594 -0.3579  -0.6904
C7 -4.4119 1.2008 -0.3515  -0.3905
C8 -3.1661 0.6416 -0.3904  0.3784
As2 -1.6397 1.8676 -0.3539  0.6681
C9 -1.5002 2.6856 -2.1018  -0.9795
C10 -1.9191 3.1838 1.0136  -1.0653
H1 -1.3125 -2.0109 -2.9648  0.4151
H2 -2.2804 -3.2906 -2.1786  0.4737
H3 -0.5072 -3.3808 -2.1486  0.4408
H4 -2.2220 -3.7758 0.7422  0.4998
H5 -1.7149 -2.5159 1.9251  0.3656
H6 -0.4971 -3.5192 1.0967  0.4367
H7 -4.1131 -2.6848 -0.4523  0.3853
H8 -6.3499 -1.6715 -0.3905  0.4931
H9 -6.5617 0.8255 -0.3427  0.4698
H10 -4.5648 2.2732 -0.3106  0.4654
H11 -2.4352 3.2340 -2.2568  0.4387
H12 -1.3756 1.9373 -2.8812  0.4221
H13 -0.6644 3.3840 -2.0944  0.4332
H14 -2.7556 3.8162 0.7034  0.5270
H15 -1.0178 3.7917 1.0857  0.4153
H16 -2.1262 2.6910 1.9616  0.3548
N1 7.6048 -0.2101 0.0376  -0.2402
C11 6.7409 0.0565 -0.8865  0.3450
O1 7.0299 0.3854 -2.0765  -0.1182
C12 5.2410 0.0433 -0.6875  0.5770
C13 4.4478 -0.7019 -1.5519  -0.5442
C14 3.0747 -0.6677 -1.3609  -0.4162
N2 2.5113 0.0685 -0.3936  -0.2670
C15 3.2852 0.7915 0.4320  -0.3657
C16 4.6663 0.8156 0.3126  -0.5635
H17 8.6058 -0.1635 -0.1513  0.3082
H18 7.3198 -0.5284 0.9569  0.2719
H19 4.8636 -1.3033 -2.3498  0.5123
H20 2.4208 -1.2343 -2.0092  0.5431
H21 2.7937 1.3697 1.2044  0.6193
H22 5.2463 1.4365 0.9835  0.5106
F1 -1.3324 0.1176 1.6750  -0.4805
Sb1 -0.0737 0.2535 3.2758  2.3103
F2 -0.9099 -1.2623 3.9038  -0.4653
F3 -1.2645 1.4921 3.9426  -0.4624
F4 1.3504 0.3596 4.4196  -0.4472
F5 0.6674 1.5927 2.0922  -0.5024
F6 0.9001 -0.9011 1.9933  -0.6726